# 1
The following is a DFT calculation (ωB97M-V/def2-TZVPD) of a molecular structure, C32H26F3I2MnN3O6PS2 in a non-equilibrium geometry.

The geometry in ORCA input format:
```
! RIJCOSX wB97M-V def2-TZVPD def2/J DEFGRID3
* xyz -1 6
Mn 0.6393 -0.0084 0.7604
I 4.0365 -1.1721 4.4570
C 3.6229 -2.2637 2.7066
C 4.0243 -3.5852 2.6405
C 3.6683 -4.3634 1.5661
I 4.3979 -6.3526 1.4798
C 2.8396 -3.8632 0.5492
C 2.2885 -4.6147 -0.5075
C 1.4347 -4.0080 -1.3897
C 1.1316 -2.6518 -1.2328
N 1.6421 -1.9176 -0.2736
C 2.4753 -2.4886 0.6141
C 2.9128 -1.6175 1.6877
O 2.6360 -0.3783 1.6744
H 4.6051 -3.9977 3.4527
H 2.5333 -5.6644 -0.6074
H 0.9758 -4.5618 -2.1928
H 0.4543 -2.1584 -1.9151
O 1.3880 3.7084 -0.6890
C 0.6520 2.7430 -0.8914
O 1.0208 1.5159 -0.9129
C -0.8193 2.9862 -1.1360
C -1.2756 4.2945 -1.2127
C -2.6177 4.5684 -1.3845
C -3.5190 3.5191 -1.4649
C -3.0788 2.2115 -1.3625
C -1.7275 1.9263 -1.1985
P -1.0750 0.2198 -1.1692
C -0.7754 0.1739 -2.9814
C -1.8375 0.3086 -3.8691
C -1.6167 0.3109 -5.2331
C -0.3292 0.1841 -5.7311
C 0.7322 0.0681 -4.8487
C 0.5148 0.0655 -3.4807
C -2.5800 -0.8152 -1.0301
C -2.7671 -1.9289 -1.8443
C -3.7725 -2.8390 -1.5752
C -4.5862 -2.6672 -0.4686
C -4.4008 -1.5708 0.3591
C -3.4025 -0.6555 0.0861
H -0.5425 5.0845 -1.1426
H -2.9653 5.5893 -1.4575
H -4.5718 3.7202 -1.6113
H -3.7994 1.4071 -1.4065
H -2.8439 0.4067 -3.4891
H -2.4583 0.4283 -5.9007
H -0.1574 0.1844 -6.7990
H 1.7418 -0.0027 -5.2298
H 1.3427 -0.0055 -2.7896
H -2.1172 -2.0903 -2.6948
H -3.9103 -3.6941 -2.2235
H -5.3456 -3.4024 -0.2419
H -5.0196 -1.4385 1.2339
H -3.2379 0.1781 0.7568
C 2.3910 5.0936 2.5678
N 1.3982 4.2136 2.0044
C 1.1491 2.9323 2.3098
S -0.3606 2.2998 1.8593
N 1.9566 2.1790 3.0614
C 3.3944 2.2984 3.1623
H 1.9805 6.1050 2.5739
H 3.3198 5.1123 1.9897
H 2.6000 4.8004 3.5948
H 0.9624 4.5166 1.1408
H 1.5924 1.2449 3.2318
H 3.7732 3.0131 2.4394
H 3.8321 1.3297 2.9370
H 3.6912 2.5940 4.1718
F -1.0463 -2.8467 4.8136
C -1.0944 -2.8609 3.4763
F -2.2449 -3.4528 3.1390
F -0.1013 -3.6549 3.0572
S -0.9735 -1.1814 2.6382
O 0.2795 -0.6295 3.1095
O -2.1669 -0.5046 3.0322
O -0.8928 -1.6275 1.2543
*
```

For the HOMO energy (spin up / spin down), the calculation gives -4.98 / -5.04 eV. As for the energy above the lowest of the compared OMol25 structures with the same formula, charge and spin: 20.4 kcal per mole. The orbital gap (spin up / spin down) is 7.062 / 7.118 eV. As for the total energy: -137001.368 eV. As for the LUMO energy (spin up / spin down): 2.08 / 2.08 eV.

***

# 2
The following is a DFT calculation (ωB97M-V/def2-TZVPD) of a molecular structure, C11H13N7O4V in a non-equilibrium geometry.

The geometry in ORCA input format:
```
! RIJCOSX wB97M-V def2-TZVPD def2/J DEFGRID3
* xyz 0 2
V 0.9525 1.8257 -0.8501
N 2.7732 1.1712 1.8613
N 3.5072 0.1281 1.3430
C 3.3531 -0.2278 0.0401
N 4.0793 -1.2623 -0.4084
N 2.4999 0.4538 -0.6879
N 2.2462 0.1507 -1.9796
O 2.8033 -0.7314 -2.7020
O 1.2519 0.8945 -2.4018
H 3.3599 1.9030 2.2298
H 2.0829 0.8689 2.5320
H 4.1379 -0.3980 1.9201
H 4.6472 -1.8118 0.2075
H 3.9296 -1.5078 -1.3808
O 1.0707 3.1861 0.6237
C 1.9389 3.8613 -0.0090
O 2.3393 3.5549 -1.1438
H 2.3443 4.7647 0.4810
N -0.5953 3.1349 -1.5729
H -1.2247 2.6572 -2.2074
H -0.1360 3.8910 -2.0717
H -1.1375 3.5205 -0.8115
N -6.2673 -4.7268 1.1003
C -5.3954 -3.9950 0.9340
C -4.3222 -3.0755 0.7271
C -3.3906 -3.2911 -0.2900
C -2.3780 -2.3795 -0.5056
C -2.2710 -1.2259 0.2837
C -3.1987 -1.0304 1.3157
C -4.2102 -1.9423 1.5354
C -1.2492 -0.2694 0.0267
C -0.3844 0.5608 -0.2110
H -3.4655 -4.1785 -0.9042
H -1.6551 -2.5371 -1.2945
H -3.1134 -0.1491 1.9367
H -4.9229 -1.7879 2.3344
*
```

For the HOMO energy (spin up / spin down), the calculation gives -6.77 / -7.26 eV. As for the energy above the lowest of the compared OMol25 structures with the same formula, charge and spin: 20.2 kcal per mole. The orbital gap (spin up / spin down) is 6.955 / 7.470 eV. As for the total energy: -55921.084 eV. As for the LUMO energy (spin up / spin down): 0.19 / 0.21 eV.

***

# 3
The following is a DFT calculation (ωB97M-V/def2-TZVPD) of a molecular structure, C13H10O in a non-equilibrium geometry.

The geometry in ORCA input format:
```
! RIJCOSX wB97M-V def2-TZVPD def2/J DEFGRID3
* xyz 0 1
C 1.2169 -0.6740 0.6845
C 0.0154 0.3893 1.1665
C 0.2107 0.5910 2.5464
C -0.8408 1.4141 3.2306
C -1.6441 1.9176 2.4973
C -1.8035 2.0392 1.0497
C -0.8694 1.2530 0.3955
C -0.3070 -0.2602 -1.3226
C -0.4604 -0.4579 -2.7541
C 0.2755 -1.3143 -3.4385
C 1.1437 -2.1176 -2.6912
C 1.3917 -1.9063 -1.4422
C 0.7533 -0.9759 -0.7307
H 2.2398 0.1258 0.7880
H 1.3632 -1.4556 1.6199
H 1.3738 0.4848 3.0292
H -1.0017 1.3728 4.3876
H -2.2029 2.9632 3.1181
H -2.4792 2.6167 0.4402
H -1.1711 0.3406 -3.1900
H 0.2811 -1.3069 -4.5669
H 1.5021 -3.0835 -3.0812
H 2.0937 -2.7115 -0.8758
O -1.0808 0.7556 -0.8602
*
```

For the HOMO energy, the calculation gives -8.27 eV. As for the energy above the lowest of the compared OMol25 structures with the same formula, charge and spin: 95.3 kcal per mole. The orbital gap is 8.737 eV. As for the total energy: -15683.902 eV. As for the LUMO energy: 0.46 eV.

***

# 4
The following is a DFT calculation (ωB97M-V/def2-TZVPD) of 14 unconnected molecules or ions with the total composition C46H93BrF8NO22PS2 in a non-equilibrium geometry.

The geometry in ORCA input format:
```
! RIJCOSX wB97M-V def2-TZVPD def2/J DEFGRID3
* xyz 0 1
C 2.3843 2.1916 0.8601
C 2.9780 1.7276 -0.4694
N 2.1041 1.8776 -1.6583
C 0.7631 2.1883 -1.4324
C 0.3725 3.5458 -1.5993
C 1.4046 4.5898 -1.9891
C 1.3454 4.9305 -3.4816
O 2.4036 4.2099 -4.1392
C 2.3798 4.3336 -5.4705
O 2.9623 3.5847 -6.1879
C -0.9753 3.9640 -1.3975
C -1.3878 5.4157 -1.5722
C -1.3568 6.1390 -0.2394
O -0.5653 5.9311 0.6041
Br -2.7129 7.5308 -0.0193
C -1.8998 2.9614 -0.9661
C -1.5001 1.6175 -0.7698
C -0.1588 1.1901 -1.0296
P 0.3344 -0.5730 -0.8490
O -0.9109 -1.4160 -1.4514
O 0.3232 -0.8648 0.7042
S 1.9255 -1.1191 -1.7695
C -2.5726 0.6949 -0.2389
O -2.3394 -0.1298 0.5906
C -3.9873 0.9351 -0.7358
C -4.8654 -0.2922 -0.9228
F -4.0055 -1.3316 -1.0968
F -5.6023 -0.2563 -2.0480
C -5.7994 -0.7033 0.3033
F -5.4338 -1.9494 0.6788
F -7.0915 -0.7798 -0.0633
C -5.7212 0.1512 1.5995
F -6.0498 1.4326 1.4034
F -6.6200 -0.3672 2.4528
F -4.5287 0.0837 2.1806
C -4.3156 2.2154 -0.9756
S -5.8779 2.7710 -1.6522
O -5.7486 2.5802 -3.0611
O -6.1929 4.0828 -1.2090
F -6.9681 1.8019 -1.1153
C -3.3138 3.3251 -0.6939
O -3.6600 4.3819 -0.2522
H 1.5712 1.5617 1.2193
H 3.1752 2.1291 1.6084
H 2.0670 3.2364 0.8142
H 3.2334 0.6729 -0.3628
H 3.9123 2.2708 -0.6101
H 2.5147 2.4909 -2.3434
H 1.2061 5.4797 -1.4018
H 2.4015 4.2605 -1.7096
H 0.3707 4.6387 -3.8727
H 1.5069 6.0008 -3.6285
H 1.7588 5.1335 -5.8989
H -0.7183 5.9620 -2.2292
H -2.3826 5.5164 -1.9944
H -0.9386 -1.2773 -2.4086
H 0.2334 -1.8197 0.8736
C -1.1075 -3.4389 4.9771
C -0.2841 -2.6921 3.9475
O -0.7842 -2.9215 2.6278
H -1.1004 -4.5099 4.7670
H -0.7211 -3.2757 5.9834
H -2.1518 -3.1107 4.9457
H 0.7507 -3.0309 3.9599
H -0.2958 -1.6167 4.1519
H -1.6959 -2.6121 2.6023
C 2.4941 6.0670 3.7771
C 3.1960 6.8233 2.6638
O 2.5332 6.6415 1.4164
H 2.4512 5.0022 3.5423
H 3.0130 6.1971 4.7286
H 1.4654 6.4164 3.8917
H 4.2146 6.4591 2.5377
H 3.2391 7.8932 2.8952
H 1.6323 6.9696 1.5091
C 0.2910 -5.6939 9.0426
C 1.0613 -5.0867 7.8871
O 0.7771 -3.6904 7.7469
H -0.7813 -5.5597 8.8960
H 0.5019 -6.7595 9.1341
H 0.5552 -5.2037 9.9834
H 0.7808 -5.5643 6.9508
H 2.1377 -5.2182 8.0329
H 1.0332 -3.2590 8.5673
C 0.9826 0.3699 -7.9740
C 1.4087 0.6112 -6.5378
O 0.2842 0.9855 -5.7387
H 0.5203 1.2654 -8.3905
H 1.8370 0.0947 -8.5949
H 0.2400 -0.4303 -8.0268
H 2.1336 1.4204 -6.4849
H 1.8672 -0.2873 -6.1097
H -0.3542 0.2660 -5.7736
C -5.8388 -2.9761 -4.6476
C -4.4722 -2.7487 -5.2591
O -4.1174 -1.3696 -5.2288
H -6.5930 -2.3954 -5.1795
H -6.1202 -4.0299 -4.6793
H -5.8476 -2.6449 -3.6063
H -4.4576 -3.0570 -6.3037
H -3.7173 -3.3293 -4.7155
H -4.1178 -1.0875 -4.3090
C -0.0685 -7.3646 3.5401
C 1.1713 -7.1326 4.3807
O 1.0997 -7.8149 5.6341
H -0.9602 -7.0328 4.0723
H -0.0039 -6.8245 2.5943
H -0.1974 -8.4292 3.3270
H 1.2856 -6.0729 4.6048
H 2.0662 -7.4696 3.8468
H 1.0115 -8.7546 5.4493
C 5.2981 2.1447 -8.4122
C 5.5616 3.1823 -9.4853
O 4.3418 3.7113 -9.9989
H 4.6918 1.3296 -8.8100
H 6.2309 1.7310 -8.0245
H 4.7415 2.5898 -7.5873
H 6.0981 2.7460 -10.3267
H 6.1660 4.0029 -9.0816
H 3.8658 4.1080 -9.2619
C 1.8588 -0.2063 9.4576
C 0.9584 0.3269 8.3572
O 1.4516 -0.0028 7.0611
H 2.8679 0.1920 9.3482
H 1.4782 0.0666 10.4429
H 1.9340 -1.2931 9.4059
H 0.9073 1.4135 8.4068
H -0.0561 -0.0716 8.4639
H 1.4900 -0.9638 6.9891
C 5.1458 6.4607 -6.5163
C 4.5305 7.8452 -6.4528
O 3.8809 8.0630 -5.1990
H 4.3782 5.7045 -6.3665
H 5.6285 6.2854 -7.4794
H 5.8895 6.3295 -5.7267
H 3.7737 7.9661 -7.2263
H 5.2947 8.6151 -6.5985
H 4.5432 7.9722 -4.5070
C 4.0884 2.6527 5.8776
C 3.2553 1.8051 4.9337
O 3.9726 1.5364 3.7246
H 4.3661 3.5939 5.4003
H 3.5396 2.8720 6.7950
H 5.0156 2.1378 6.1419
H 2.3412 2.3282 4.6554
H 2.9818 0.8653 5.4127
H 4.7751 1.0622 3.9617
C -3.1704 -4.8230 0.4348
C -2.4170 -6.0840 0.8116
O -1.1958 -6.1741 0.0763
H -3.3856 -4.8135 -0.6349
H -4.1123 -4.7458 0.9822
H -2.5674 -3.9365 0.6501
H -3.0087 -6.9687 0.5801
H -2.1908 -6.0898 1.8810
H -0.6711 -5.3957 0.2900
C -5.1124 -6.5951 5.4415
C -3.5957 -6.5668 5.4704
O -3.0652 -5.9107 4.3202
H -5.4652 -7.1030 4.5434
H -5.5123 -7.1096 6.3163
H -5.5171 -5.5802 5.4210
H -3.1941 -7.5792 5.4704
H -3.2409 -6.0539 6.3711
H -3.4051 -5.0102 4.3173
C 0.1957 -3.4892 -6.5082
C 0.6246 -3.2427 -5.0733
O -0.4954 -2.8683 -4.2747
H -0.2697 -2.5946 -6.9244
H 1.0499 -3.7639 -7.1295
H -0.5454 -4.2904 -6.5605
H 1.3479 -2.4300 -5.0229
H 1.0866 -4.1384 -4.6454
H -1.1313 -3.5907 -4.3111
*
```

For the HOMO energy, the calculation gives -8.14 eV. The orbital gap is 6.133 eV. As for the total energy: -218484.773 eV. As for the LUMO energy: -2.01 eV.

***

# 5
The following is a DFT calculation (ωB97M-V/def2-TZVPD) of a molecular structure, C42H44CoF5N4 in a non-equilibrium geometry.

The geometry in ORCA input format:
```
! RIJCOSX wB97M-V def2-TZVPD def2/J DEFGRID3
* xyz 0 5
Co -0.0011 -0.0028 0.0198
C -5.7162 2.1359 -1.4634
C -5.3811 1.5814 -0.0766
C -4.2135 0.6618 -0.1310
C -4.2020 -0.6927 -0.1968
C -5.3504 -1.6415 -0.1603
C -5.6761 -2.2057 -1.5443
C -2.8128 -1.0878 -0.2537
N -1.9862 -0.0068 -0.2111
C -2.8261 1.0847 -0.1449
C -2.4332 2.3836 -0.0955
C -1.0868 2.7914 -0.1210
C -0.6961 4.1525 -0.1076
C -1.6017 5.3390 -0.0706
C -2.0363 5.6899 1.3545
C 0.6862 4.1540 -0.1284
C 1.0867 2.7884 -0.2032
C 2.4134 2.3889 -0.2883
C 2.8164 1.0744 -0.2607
N 1.9872 -0.0053 -0.2117
C 2.8217 -1.0981 -0.1354
C 2.4246 -2.3945 -0.0699
C 1.0794 -2.7993 -0.0972
N 0.0012 -1.9619 -0.1643
C -1.0877 -2.7993 -0.2146
C -2.4127 -2.4015 -0.2937
C -0.6912 -4.1652 -0.1451
C 0.6882 -4.1606 -0.0775
C 1.6146 -5.3268 -0.0378
C 2.1743 -5.6320 -1.4304
C -1.6139 -5.3322 -0.1191
C -2.1183 -5.6927 -1.5193
C 4.2099 -0.6839 -0.1308
C 4.2073 0.6702 -0.2116
C 5.3705 1.5998 -0.1922
C 5.7057 2.1429 -1.5822
C 5.3669 -1.6217 -0.0770
C 5.6640 -2.2046 -1.4608
N -0.0064 1.9533 -0.1719
C 1.5912 5.3334 -0.0640
C 2.0267 5.7910 -1.4582
H -6.5969 2.7714 -1.4115
H -5.9158 1.3226 -2.1563
H -4.8856 2.7157 -1.8582
H -6.2476 1.0387 0.3075
H -5.1737 2.4087 0.6062
H -6.2290 -1.1231 0.2283
H -5.1165 -2.4593 0.5255
H -5.9654 -1.4036 -2.2186
H -6.4997 -2.9128 -1.4771
H -4.8137 -2.7116 -1.9713
H -3.1806 3.1581 -0.0446
H -2.4865 5.1496 -0.6840
H -1.0780 6.1939 -0.5043
H -2.5743 4.8613 1.8072
H -2.6814 6.5653 1.3468
H -1.1684 5.9057 1.9713
H 3.1657 3.1590 -0.3110
H 3.1715 -3.1666 -0.0088
H -3.1657 -3.1681 -0.3185
H 1.0782 -6.2024 0.3320
H 2.4390 -5.1262 0.6506
H 1.3637 -5.8424 -2.1242
H 2.8337 -6.4966 -1.3947
H 2.7306 -4.7806 -1.8175
H -2.4660 -5.1093 0.5273
H -1.0914 -6.1933 0.3014
H -2.6624 -4.8611 -1.9624
H -2.7775 -6.5576 -1.4724
H -1.2808 -5.9310 -2.1712
H 6.2407 1.0664 0.1970
H 5.1582 2.4306 0.4847
H 5.9076 1.3249 -2.2700
H 6.5877 2.7779 -1.5348
H 4.8784 2.7240 -1.9825
H 5.1544 -2.4326 0.6232
H 6.2504 -1.0922 0.2845
H 4.7898 -2.7126 -1.8609
H 6.4877 -2.9119 -1.4043
H 5.9365 -1.4110 -2.1516
H 2.4713 5.0865 0.5333
H 1.0695 6.1531 0.4342
H 2.5704 5.0003 -1.9694
H 2.6660 6.6672 -1.3842
H 1.1574 6.0453 -2.0595
F 1.8156 1.5377 2.3788
C 0.8922 0.7684 2.9874
C 0.0062 0.0130 2.2270
C -0.8885 -0.7306 2.9889
F -1.8051 -1.5073 2.3790
C -0.9167 -0.7403 4.3810
F -1.8199 -1.4959 5.0306
C -0.0088 0.0330 5.0921
F -0.0151 0.0415 6.4334
C 0.9059 0.7971 4.3798
F 1.8009 1.5631 5.0284
*
```

For the HOMO energy (spin up / spin down), the calculation gives -5.27 / -7.47 eV. The orbital gap (spin up / spin down) is 4.560 / 4.820 eV. As for the total energy: -101442.264 eV. As for the LUMO energy (spin up / spin down): -0.71 / -2.65 eV.

***

# 6
The following is a DFT calculation (ωB97M-V/def2-TZVPD) of 2 unconnected molecules or ions with the total composition C3H10OS in a non-equilibrium geometry.

The geometry in ORCA input format:
```
! RIJCOSX wB97M-V def2-TZVPD def2/J DEFGRID3
* xyz 1 2
C -4.1117 -0.2814 0.9877
O -2.8165 -0.8087 0.4641
H -4.1679 -0.4015 1.9753
H -4.9784 -0.8762 0.5240
H -4.3018 0.7891 0.6460
H -2.2016 -0.9575 1.1708
C 2.6580 1.1367 -0.2467
C 2.8613 -0.3309 -0.6988
S 1.1438 -1.0782 -0.9669
H 2.5005 1.8418 -1.1207
H 1.7763 1.1649 0.5993
H 3.5088 1.2232 0.3976
H 3.6135 -1.0240 -0.1194
H 3.4332 -0.1747 -1.6873
H 1.0825 -0.2225 -1.9248
*
```

For the HOMO energy (spin up / spin down), the calculation gives -13.09 / -13.07 eV. As for the energy above the lowest of the compared OMol25 structures with the same formula, charge and spin: 62.1 kcal per mole. The orbital gap (spin up / spin down) is 8.620 / 3.944 eV. As for the total energy: -16144.618 eV. As for the LUMO energy (spin up / spin down): -4.47 / -9.13 eV.

***

# 7
The following is a DFT calculation (ωB97M-V/def2-TZVPD) of 2 unconnected molecules or ions with the total composition CH3N2O2S in a non-equilibrium geometry.

The geometry in ORCA input format:
```
! RIJCOSX wB97M-V def2-TZVPD def2/J DEFGRID3
* xyz -1 1
C 3.5757 0.1355 0.1864
N 0.1841 1.0055 -0.6339
N 0.6422 -0.2209 -1.0449
O 4.2197 -0.5985 -0.4558
O 3.0488 0.9169 0.8719
S 0.6999 -1.6246 0.1356
H 0.9790 1.4824 0.0053
H -0.8174 1.0362 -0.2321
H 0.0622 -2.4386 -0.6580
*
```

For the HOMO energy, the calculation gives -1.80 eV. As for the energy above the lowest of the compared OMol25 structures with the same formula, charge and spin: 60.4 kcal per mole. The orbital gap is 5.372 eV. As for the total energy: -18994.680 eV. As for the LUMO energy: 3.57 eV.